A molecular structure, C35H57NO5PPd, computed with ωB97M-V/def2-TZVPD.

As for the HOMO-LUMO gap (alpha / beta): 1.1 / 6.1 eV. As for the HOMO energy (alpha / beta): 0.7 / -4.7 eV. The expectation value of S² is 6.037. For the LUMO energy (alpha / beta), the calculation gives 0.066 / 0.052 Ha.

The geometry in ORCA input format:
```
! RIJCOSX wB97M-V def2-TZVPD def2/J DEFGRID3
* xyz -1 5
C 5.7441 0.4438 -3.4806
C 4.2602 0.8448 -3.3701
C 6.2654 0.3240 -2.0221
C 5.3567 1.2538 -1.2119
H 7.3099 0.6461 -2.0033
H 6.1927 -0.7247 -1.7075
C 4.2467 1.7864 -2.1689
H 3.6732 -0.0644 -3.1564
H 3.8841 1.3126 -4.2932
C 2.9511 1.8071 -1.3720
H 4.4958 2.8024 -2.5080
H 5.9438 2.1029 -0.8316
C 4.5259 0.6867 -0.0080
C 6.0294 -0.7533 -4.3784
C 6.4913 1.4897 -4.3108
O 7.5986 1.9288 -4.0693
O 5.1906 -1.4954 -4.8534
O 7.3426 -0.8427 -4.6741
O 5.7898 1.8207 -5.4183
C 6.5474 2.2189 -6.5671
H 5.8729 2.0857 -7.4136
H 7.4192 1.5716 -6.6963
H 6.8741 3.2614 -6.4888
C 7.6516 -1.9078 -5.5715
H 7.4284 -2.8821 -5.1220
H 8.7174 -1.8192 -5.7698
H 7.0865 -1.8068 -6.5039
O 3.1906 1.2728 -0.0726
H 2.1585 1.2047 -1.8413
H 2.5826 2.8342 -1.2370
C 5.1438 1.1122 1.3225
C 4.3446 -0.8362 -0.0129
H 5.2974 -1.3487 0.1808
H 3.9254 -1.1880 -0.9663
H 3.6409 -1.1011 0.7902
H 4.4834 0.8324 2.1499
H 5.2868 2.1986 1.3451
H 6.1162 0.6276 1.4743
Pd -1.7556 0.0317 0.0563
C -2.1229 2.1464 0.1472
C -0.6983 2.3457 -0.0542
C -0.4295 2.1937 -1.4422
H -0.0104 2.6741 0.7219
C -1.6249 1.8078 -2.0972
C -2.6899 1.7708 -1.1423
H -3.7492 1.6262 -1.3308
H -2.6940 2.3960 1.0299
H 0.5263 2.4044 -1.9264
H -1.7316 1.6167 -3.1640
C -1.0639 -1.9608 -0.5244
C -2.3792 -1.7216 -1.1325
C -2.1416 -1.1464 -2.4295
H -3.3093 -2.1300 -0.7539
C -0.7438 -1.1389 -2.6741
C -0.0715 -1.6029 -1.5209
H 0.9966 -1.7693 -1.4109
H -0.9346 -2.5507 0.3785
H -2.9340 -0.8863 -3.1255
H -0.2725 -0.8518 -3.6149
C -6.8006 -0.2727 2.8427
C -5.6164 -0.0334 1.8906
C -5.7763 -0.8317 0.5916
C -5.5617 1.4444 1.4952
P -3.9741 -0.5422 2.7311
N -2.8053 -0.3525 1.6322
C -3.3698 0.4892 4.1941
C -3.9541 -0.0015 5.5303
C -1.8282 0.4210 4.2208
C -3.7733 1.9569 4.0407
C -3.8981 -2.3745 3.1813
C -5.0380 -2.7915 4.1213
C -3.9770 -3.2399 1.9199
C -2.5531 -2.6755 3.8670
H -7.7018 0.1363 2.3627
H -6.6876 0.2448 3.8078
H -6.9861 -1.3372 3.0239
H -6.5968 -0.3836 0.0123
H -4.8607 -0.7719 -0.0179
H -6.0462 -1.8759 0.7779
H -5.5669 2.1109 2.3601
H -4.6796 1.6384 0.8749
H -6.4508 1.6919 0.8970
H -3.5884 -0.9905 5.8308
H -3.6282 0.7046 6.3119
H -5.0553 0.0116 5.5242
H -1.4266 0.7188 3.2418
H -1.4443 1.1096 4.9899
H -1.4674 -0.5833 4.4591
H -3.4737 2.3678 3.0697
H -4.8477 2.1122 4.2079
H -3.2418 2.5421 4.8068
H -5.9980 -2.8963 3.6024
H -4.7673 -3.7763 4.5299
H -5.1586 -2.1192 4.9744
H -3.2017 -2.9525 1.2003
H -3.7939 -4.2847 2.2165
H -4.9612 -3.2110 1.4403
H -1.7150 -2.2740 3.2802
H -2.5257 -2.3137 4.9038
H -2.4287 -3.7693 3.9002
*
```